The following is a quantum chemistry calculation of a cluster of 2 separate species, C2H8NO in total in a non-equilibrium geometry, from OMol25.

Atoms and positions in Å:
O -0.73625 3.82874 -0.35323
N -0.29510 -1.33623 0.35736
C -0.09016 -0.15342 -0.03765
C 0.69908 -2.42111 0.16587
H -0.61245 0.81449 0.07792
H 0.86009 0.05036 -0.56300
H 0.73666 -3.05144 1.06026
H 1.67739 -1.94312 0.11596
H -1.15773 -1.55156 0.85788
H 0.44233 -3.00596 -0.70983
H -1.33037 4.47284 0.02056
H -0.19351 4.29642 -0.99210

ΔE to the lowest compared entry with this formula, charge and spin   1.2464 eV
Total charge   +1
Orbital gap   9.4505 eV
Highest occupied orbital energy   -14.66 eV